The following is a quantum chemistry calculation of a molecular structure, C44H54BrFHgN10O2P3, from OMol25.

Structure (XYZ):
```
116
Properties=species:S:1:pos:R:3:lowdin_spin:R:1
Hg -0.08 -0.72 0.72 0.00
C -3.51 -5.27 0.75 0.00
N -2.45 -4.41 1.17 0.00
C -1.84 -4.38 2.39 0.00
C -0.93 -3.37 2.33 0.00
N -0.97 -2.78 1.11 0.00
C -1.90 -3.42 0.42 0.00
P -2.35 -3.23 -1.34 0.00
C -0.71 -3.46 -2.05 0.00
N 0.37 -2.73 -1.86 0.00
C 1.29 -3.20 -2.73 0.00
C 0.77 -4.23 -3.46 0.00
N -0.51 -4.39 -3.03 0.00
C -1.48 -5.34 -3.51 0.00
C -2.44 -1.41 -1.45 0.00
N -1.48 -0.52 -1.19 0.00
C -1.88 0.64 -1.76 0.00
C -3.08 0.47 -2.38 0.00
N -3.43 -0.83 -2.19 0.00
C -4.64 -1.46 -2.64 0.00
H -3.72 -6.02 1.51 0.00
H -4.42 -4.69 0.56 0.00
H -3.23 -5.78 -0.18 0.00
H -2.08 -5.07 3.17 0.00
H -0.24 -3.02 3.08 0.00
H 2.28 -2.79 -2.81 0.00
H 1.19 -4.84 -4.24 0.00
H -1.04 -5.95 -4.29 0.00
H -1.82 -5.98 -2.69 0.00
H -2.35 -4.81 -3.92 0.00
H -1.28 1.53 -1.68 0.00
H -3.70 1.16 -2.92 0.00
H -5.45 -0.72 -2.66 0.00
H -4.51 -1.87 -3.65 0.00
H -4.90 -2.27 -1.97 0.00
C 2.45 -3.70 1.39 0.00
O 2.44 -2.75 0.36 0.00
C 3.63 -2.40 -0.19 0.00
C 4.84 -3.03 0.07 0.00
C 5.98 -2.62 -0.61 0.00
Br 7.62 -3.52 -0.26 0.00
C 5.96 -1.59 -1.52 0.00
C 4.75 -0.92 -1.76 0.00
C 3.59 -1.31 -1.09 0.00
O 2.41 -0.67 -1.34 0.00
C 4.75 0.15 -2.73 0.00
N 5.67 0.30 -3.66 0.00
C 5.32 1.42 -4.36 0.00
C 5.93 2.02 -5.45 0.00
C 5.36 3.17 -5.95 0.00
C 4.22 3.73 -5.38 0.00
C 3.59 3.15 -4.30 0.00
C 4.14 1.98 -3.80 0.00
N 3.81 1.14 -2.77 0.00
H 2.81 -4.67 1.05 0.00
H 1.41 -3.78 1.72 0.00
H 3.05 -3.35 2.24 0.00
H 4.91 -3.84 0.78 0.00
H 6.83 -1.28 -2.07 0.00
H 1.68 -1.29 -1.15 0.00
H 6.83 1.60 -5.89 0.00
H 5.81 3.66 -6.81 0.00
H 3.82 4.65 -5.79 0.00
H 2.71 3.59 -3.85 0.00
H 3.00 1.18 -2.17 0.00
C -1.57 -0.22 4.05 0.01
P -1.97 0.21 2.31 0.02
C -1.73 2.01 2.31 0.08
N -2.63 2.66 3.05 0.24
C -2.66 4.01 2.96 0.03
C -3.62 4.73 3.67 0.05
C -3.71 6.10 3.52 0.06
C -2.84 6.77 2.66 0.06
C -1.87 6.08 1.96 0.05
C -1.76 4.70 2.09 0.03
N -0.80 4.01 1.41 0.24
C -0.79 2.69 1.54 0.07
P 0.58 1.88 0.66 0.02
C 0.71 2.91 -0.87 0.00
C 2.10 2.45 1.64 0.00
C 2.23 3.97 1.69 0.00
C 3.32 1.83 0.96 0.00
C 1.95 1.90 3.06 0.00
C -3.86 0.03 2.23 0.00
C -4.15 -1.44 1.90 0.00
C -4.55 0.41 3.54 0.00
C -4.35 0.93 1.09 0.00
H -1.96 0.55 4.71 0.00
H -0.48 -0.28 4.13 0.00
H -2.00 -1.19 4.28 0.00
H -4.30 4.19 4.32 0.00
H -4.45 6.65 4.07 0.00
H -2.93 7.84 2.55 0.00
H -1.20 6.60 1.29 0.00
H 1.44 3.71 -0.73 0.00
H -0.26 3.37 -1.06 0.00
H 1.00 2.29 -1.71 0.00
H 2.74 4.36 0.81 0.00
H 2.82 4.26 2.56 0.00
H 1.26 4.45 1.77 0.00
H 3.42 2.20 -0.06 0.00
H 3.23 0.75 0.93 0.00
H 4.22 2.09 1.51 0.00
H 1.11 2.37 3.57 0.00
H 2.85 2.09 3.63 0.00
H 1.79 0.82 3.03 0.00
H -3.68 -2.09 2.64 0.00
H -3.76 -1.69 0.92 0.00
H -5.22 -1.63 1.90 0.00
H -4.37 -0.33 4.31 0.00
H -5.63 0.48 3.37 0.00
H -4.19 1.38 3.86 0.00
H -3.74 0.80 0.21 0.00
H -4.30 1.97 1.39 0.00
H -5.39 0.69 0.84 0.00
F 1.10 -1.11 2.19 0.00
```

- E_LUMO (spin up / spin down): -0.28 / -0.28 eV
- E_HOMO (spin up / spin down): -4.5 / -7.3 eV
- Energy relative to the best compared isomer or geometry (same formula, charge and spin): 26.86 kcal/mol
- Spin multiplicity: 2
- <S²>: 0.7684
- Frontier orbital gap (spin up / spin down): 4.19 / 7.00 eV
- E_tot: -170301.69977 eV
- M: 1147.40 g mol⁻¹

The following is a quantum chemistry calculation of 10 unconnected molecules or ions with the total composition C44H54F42N11O28S14, from OMol25.

Structure (XYZ):
```
193
Properties=species:S:1:pos:R:3:mulliken_charge:R:1
C 3.05 8.57 -3.14 -1.41
C 1.65 8.60 -3.68 -0.31
C 0.61 8.61 -2.52 -0.75
N -0.77 7.96 -2.73 0.11
C -1.42 8.32 -4.18 -0.51
C -3.01 7.84 -4.20 -0.90
C -3.81 8.06 -2.82 -0.62
C -3.05 7.60 -1.56 -0.62
C -1.66 8.29 -1.55 -0.84
C -0.60 6.47 -2.78 -1.18
H 3.46 7.56 -3.08 0.37
H 3.25 8.98 -2.15 0.36
H 3.71 9.00 -3.89 0.37
H 1.52 7.73 -4.32 0.26
H 1.49 9.39 -4.41 0.44
H 0.53 9.65 -2.22 0.40
H 0.87 8.05 -1.62 0.46
H -1.54 9.41 -4.17 0.41
H -0.83 7.99 -5.04 0.46
H -3.49 8.46 -4.96 0.45
H -3.14 6.87 -4.67 0.37
H -3.96 9.14 -2.88 0.30
H -4.79 7.58 -2.85 0.37
H -3.74 7.96 -0.79 0.35
H -2.93 6.53 -1.46 0.31
H -1.76 9.37 -1.68 0.47
H -1.20 8.29 -0.56 0.56
H -0.09 6.24 -1.85 0.37
H 0.05 6.27 -3.63 0.38
H -1.56 5.98 -2.96 0.57
C -5.05 0.03 10.58 -1.41
C -3.81 0.67 11.04 -0.20
C -2.65 -0.36 11.15 -0.74
N -1.32 0.15 11.85 0.10
C -1.60 0.66 13.27 -0.59
C -0.45 0.66 14.27 -0.68
C 0.54 -0.49 14.13 -0.67
C 1.00 -0.78 12.68 -0.79
C -0.22 -1.00 11.77 -0.62
C -0.68 1.35 11.06 -1.05
H -5.22 -0.83 11.23 0.32
H -4.89 -0.43 9.61 0.36
H -5.95 0.64 10.58 0.36
H -3.92 1.45 11.78 0.39
H -3.56 1.26 10.16 0.28
H -2.26 -0.84 10.25 0.56
H -2.98 -1.13 11.86 0.39
H -2.30 -0.10 13.63 0.39
H -1.98 1.67 13.14 0.37
H -0.91 0.61 15.26 0.35
H 0.12 1.58 14.19 0.38
H 0.15 -1.46 14.44 0.29
H 1.44 -0.21 14.68 0.36
H 1.73 -1.58 12.63 0.40
H 1.68 0.01 12.35 0.39
H -0.74 -1.82 12.27 0.37
H 0.07 -1.09 10.73 0.52
H -0.49 1.07 10.03 0.38
H 0.20 1.77 11.55 0.39
H -1.36 2.20 11.11 0.40
C 1.65 -2.72 -5.84 -0.87
N 1.05 -2.24 -4.57 0.12
C 0.32 -3.05 -3.76 -0.44
C -0.15 -2.64 -2.52 -0.74
C -0.03 -1.32 -2.24 0.80
C 0.67 -0.45 -3.06 -0.63
C 1.22 -0.96 -4.24 -0.35
C -0.72 -0.87 -0.95 0.76
C -0.19 0.06 -0.07 -0.76
C -0.84 0.27 1.19 -0.45
N -2.08 -0.25 1.44 0.07
C -2.68 -1.07 0.59 -0.18
C -2.06 -1.33 -0.66 -0.84
C -2.60 0.09 2.79 -1.11
H 2.69 -2.89 -5.58 0.43
H 1.51 -2.02 -6.67 0.31
H 1.41 -3.77 -6.04 0.32
H 0.17 -4.03 -4.19 0.61
H -0.72 -3.39 -1.99 0.60
H 0.76 0.56 -2.70 0.51
H 1.70 -0.23 -4.86 0.43
H 0.77 0.54 -0.13 0.52
H -0.46 0.84 2.02 0.61
H -3.63 -1.52 0.86 0.52
H -2.60 -2.09 -1.22 0.52
H -2.25 -0.69 3.47 0.40
H -3.69 0.12 2.71 0.37
H -2.36 1.12 3.01 0.45
C -0.45 -5.37 4.14 0.65
F 0.33 -6.47 4.34 -0.23
F 0.25 -4.36 3.63 -0.21
F -1.42 -5.76 3.21 -0.22
S -1.31 -4.83 5.85 0.95
O -1.01 -5.85 6.87 -0.58
O -0.69 -3.56 6.18 -0.68
N -2.92 -4.63 5.28 -0.34
S -3.66 -5.89 5.60 0.97
O -3.00 -7.19 5.12 -0.63
O -4.13 -5.98 6.96 -0.63
C -5.19 -5.60 4.38 0.63
F -4.80 -5.70 3.13 -0.22
F -6.08 -6.57 4.57 -0.23
F -5.86 -4.50 4.55 -0.24
C 2.44 -2.67 -13.72 0.63
F 1.86 -2.74 -12.52 -0.22
F 1.43 -2.72 -14.65 -0.24
F 3.12 -1.56 -13.96 -0.21
S 3.58 -4.29 -14.15 0.96
O 2.80 -5.27 -14.84 -0.60
O 4.59 -3.72 -15.03 -0.57
N 4.06 -4.81 -12.55 -0.36
S 5.46 -5.37 -12.76 1.02
O 5.53 -6.62 -13.54 -0.68
O 6.50 -4.41 -13.14 -0.61
C 6.11 -5.96 -10.99 0.56
F 6.55 -4.78 -10.40 -0.21
F 5.12 -6.61 -10.19 -0.26
F 7.04 -6.81 -11.16 -0.18
C -9.94 0.32 0.00 0.69
F -11.08 0.39 -0.84 -0.27
F -10.15 -0.63 0.80 -0.20
F -8.92 -0.06 -0.71 -0.23
S -9.63 2.00 0.98 0.92
O -8.38 1.88 1.68 -0.55
O -9.57 2.93 -0.13 -0.65
N -11.06 2.18 1.92 -0.42
S -10.65 1.49 3.29 1.03
O -9.95 0.23 3.23 -0.56
O -10.14 2.34 4.34 -0.65
C -12.51 0.91 3.85 0.59
F -12.49 0.31 5.01 -0.21
F -13.45 1.87 3.80 -0.24
F -12.93 0.02 2.96 -0.24
C 0.35 -9.53 -4.57 0.58
F 1.29 -10.07 -5.40 -0.20
F 0.31 -10.40 -3.46 -0.24
F 0.73 -8.28 -4.22 -0.19
S -1.41 -9.50 -5.53 0.96
O -0.88 -8.96 -6.77 -0.56
O -1.94 -10.85 -5.54 -0.58
N -2.27 -8.37 -4.47 -0.35
S -3.63 -8.22 -5.14 1.00
O -3.57 -7.79 -6.52 -0.65
O -4.58 -9.28 -4.79 -0.65
C -4.56 -6.71 -4.31 0.53
F -3.78 -5.61 -4.34 -0.21
F -5.74 -6.47 -4.88 -0.20
F -4.81 -7.10 -3.00 -0.24
C 7.88 3.20 -6.83 0.62
F 6.62 3.63 -6.83 -0.24
F 8.64 4.31 -6.69 -0.24
F 8.02 2.33 -5.82 -0.21
S 8.22 2.43 -8.58 0.96
O 7.44 1.21 -8.58 -0.59
O 7.83 3.53 -9.54 -0.62
N 9.87 2.26 -8.46 -0.31
S 10.18 1.58 -9.81 0.98
O 10.30 0.10 -9.66 -0.64
O 9.58 2.03 -11.02 -0.60
C 12.01 2.18 -9.90 0.59
F 12.67 1.52 -10.87 -0.21
F 11.97 3.59 -10.06 -0.25
F 12.64 1.79 -8.77 -0.23
C 6.09 -2.84 -0.26 0.66
F 5.64 -1.72 -0.76 -0.20
F 6.35 -2.88 1.08 -0.23
F 5.21 -3.81 -0.56 -0.23
S 7.68 -3.35 -1.13 0.94
O 7.53 -3.23 -2.54 -0.53
O 8.74 -2.50 -0.62 -0.65
N 7.98 -4.96 -0.53 -0.48
S 7.64 -5.90 -1.69 1.05
O 6.31 -5.65 -2.30 -0.61
O 8.76 -6.07 -2.61 -0.63
C 7.44 -7.61 -0.72 0.59
F 6.98 -8.55 -1.56 -0.21
F 8.74 -8.03 -0.46 -0.27
F 6.88 -7.47 0.40 -0.19
C -2.84 6.53 5.08 0.64
F -2.86 5.63 4.11 -0.23
F -3.50 7.62 4.64 -0.22
F -3.53 6.05 6.11 -0.23
S -1.02 6.95 5.49 0.98
O -0.74 8.19 4.74 -0.61
O -1.03 7.04 6.94 -0.61
N -0.11 5.62 4.83 -0.35
S 1.28 5.91 5.49 0.96
O 1.92 7.23 5.35 -0.61
O 1.37 5.26 6.84 -0.64
C 2.29 4.70 4.43 0.58
F 2.08 4.86 3.07 -0.24
F 3.65 4.87 4.63 -0.22
F 2.00 3.42 4.75 -0.21
```

- E_LUMO: -0.88 eV
- E_HOMO: -3.8 eV
- Energy relative to the best compared isomer or geometry (same formula, charge and spin): 44.19 kcal/mol
- Total charge: -3
- Frontier orbital gap: 2.92 eV
- E_tot: -386030.19525 eV
- M: 2431.82 g mol⁻¹

Q: Look up the E_tot of the second one.
A: -386030.19525 eV

Q: The highest M belongs to which entry?
A: C44H54F42N11O28S14

Q: Which of these has the highest E_tot?
A: C44H54BrFHgN10O2P3